[1]
# C6H30NO9

9 unconnected molecules or ions with the total composition C6H30NO9 (ωB97M-V/def2-TZVPD, OMol25).

Summary:
* strongest force on any atom: 3.30 eV/Å
* LUMO: -2.4667 eV
* calculated total energy: -26618.705 eV
* energy relative to the best compared isomer or geometry (same formula, charge and spin): 216.6 kJ/mol
* charge: +1
* gap between HOMO and LUMO: 10.59 eV
* 2S+1: 1

Geometry (Å):
C -0.5159 -2.4444 2.6229
C 0.2573 -1.7905 1.4205
C 1.5898 -0.9402 1.6235
C 1.1165 0.2169 2.4533
C 1.5606 0.4411 3.6888
C -1.2128 1.1404 2.0318
N 0.3325 1.1670 1.7159
H 0.2383 -3.0190 3.1658
H -0.8806 -1.8086 3.3940
H -1.1227 -3.2367 2.1608
H 0.6711 -2.6270 0.8318
H -0.4023 -1.3359 0.6792
H 2.2715 -1.6578 2.0664
H 1.9953 -0.6817 0.6381
H 1.7221 1.1873 4.4654
H 2.1102 -0.4392 3.9370
H -1.7371 1.6264 1.1809
H -1.5067 0.1321 2.2439
H 0.2880 1.0500 0.6920
H 0.5837 2.1961 1.6999
H -0.1919 4.4997 0.3899
O -0.2668 3.7402 0.9770
H -0.5833 4.0389 1.8520
H -1.0824 1.7295 3.9405
O -1.3655 2.0643 3.0606
H 0.9644 -3.2660 -2.4056
H 1.6673 -3.3408 -1.1166
O 1.7031 -2.8463 -1.9440
H -3.4566 0.0758 -0.3707
H -2.1592 0.1456 -1.3020
O -2.6234 0.5212 -0.5389
H 0.9713 1.2803 -2.5151
H 1.8609 0.2653 -1.6837
O 1.1124 0.8784 -1.6540
H -0.0086 -0.2257 -4.0416
H -1.2560 0.5738 -4.1900
O -0.9756 -0.3614 -4.0189
H -0.1449 -0.8992 -2.0879
H -1.2090 -1.9065 -1.8171
O -0.6607 -1.2610 -1.3539
H 2.1728 -1.2273 -3.9206
H 2.3015 0.3295 -4.5817
O 1.8246 -0.3553 -4.1185
H -2.7062 2.2916 -3.3746
H -1.4925 1.9404 -2.4966
O -1.7545 2.1389 -3.3998

---

[2]
# C6H12O

2 unconnected molecules or ions with the total composition C6H12O (ωB97M-V/def2-TZVPD, OMol25).

Summary:
* strongest force on any atom: 0.67 eV/Å
* LUMO: 0.0534 eV
* calculated total energy: -8459.615 eV
* energy relative to the best compared isomer or geometry (same formula, charge and spin): 457.2 kJ/mol
* charge: 0
* gap between HOMO and LUMO: 8.21 eV
* 2S+1: 1

Geometry (Å):
C -2.3214 -1.3864 0.1391
C -0.9333 1.7055 -0.2777
C 0.0581 0.9872 -0.9838
C 1.5869 1.2686 -0.8895
C 1.1260 0.0899 -0.1842
C 1.0844 -0.0099 1.3206
O 1.3857 -1.1057 -0.8280
H -3.3621 -1.7076 0.2284
H -1.7819 -1.6742 1.0480
H -1.8703 -1.8769 -0.7294
H -0.4459 2.1703 0.6063
H -2.2811 -0.3011 0.0014
H -0.2162 0.4654 -1.9012
H 1.8632 2.1462 -0.3139
H 2.1248 1.1182 -1.8206
H 2.0592 -0.3637 1.6729
H 0.3192 -0.7254 1.6448
H 0.8705 0.9527 1.7898
H 0.7341 -1.7531 -0.5231

---

[3]
# C21H14F6MnNO6PS2

A molecular structure, C21H14F6MnNO6PS2 (ωB97M-V/def2-TZVPD, OMol25).

Summary:
* expectation value of S²: 6.39
* strongest force on any atom: 0.35 eV/Å
* LUMO (spin up / spin down): -6.3870 / -4.2547 eV
* calculated total energy: -114354.972 eV
* energy relative to the best compared isomer or geometry (same formula, charge and spin): 236.0 kJ/mol
* charge: +1
* gap between HOMO and LUMO (spin up / spin down): 6.30 / 8.66 eV
* 2S+1: 5

Geometry (Å):
Mn -1.0690 -0.9556 -0.0547
F -5.5981 1.1372 0.6305
C -4.7493 0.3940 -0.0257
F -5.3305 -0.3685 -0.9245
F -1.9943 -2.2739 0.5592
S -3.3125 1.2648 -0.6612
O -2.3989 0.1188 -0.9777
O -3.6503 2.0094 -1.8201
N -2.8014 2.1383 0.5049
S -1.7082 1.8137 1.5782
O -0.9125 0.6256 1.2095
O -0.9878 2.9603 1.9731
C -2.6665 1.2111 3.0385
F -3.5142 2.1389 3.4365
F -1.8238 0.9074 4.0068
F -3.3480 0.1186 2.6756
O 2.5571 -2.4979 0.0995
C 1.3928 -2.5654 -0.1395
O 0.5878 -1.5067 0.1241
C 0.7580 -3.7950 -0.7233
C 1.3669 -5.0023 -0.4217
C 0.8515 -6.1911 -0.9239
C -0.2623 -6.1785 -1.7479
C -0.8729 -4.9754 -2.0725
C -0.3681 -3.7847 -1.5578
P -1.0808 -2.2317 -2.0560
C -0.0100 -1.3675 -3.1877
C 0.0535 0.0273 -3.1865
C 0.8948 0.6706 -4.0780
C 1.6563 -0.0730 -4.9707
C 1.5869 -1.4593 -4.9762
C 0.7611 -2.1161 -4.0793
C -2.7366 -2.4191 -2.6303
C -3.6444 -3.1996 -1.9006
C -4.9450 -3.3152 -2.3508
C -5.3435 -2.6485 -3.5063
C -4.4477 -1.8636 -4.2189
C -3.1395 -1.7402 -3.7830
H 2.2416 -4.9956 0.2136
H 1.3264 -7.1292 -0.6712
H -0.6577 -7.1035 -2.1445
H -1.7327 -4.9659 -2.7292
H -0.5575 0.6212 -2.5183
H 0.9546 1.7501 -4.0751
H 2.3133 0.4324 -5.6656
H 2.1846 -2.0298 -5.6735
H 0.7261 -3.1979 -4.0641
H -3.3323 -3.6963 -0.9916
H -5.6537 -3.9168 -1.7984
H -6.3650 -2.7407 -3.8510
H -4.7676 -1.3474 -5.1135
H -2.4366 -1.1299 -4.3340

---

[4]
# C48H104N8O20

14 unconnected molecules or ions with the total composition C48H104N8O20 (ωB97M-V/def2-TZVPD, OMol25).

Summary:
* strongest force on any atom: 3.57 eV/Å
* LUMO: 0.3766 eV
* calculated total energy: -104332.632 eV
* energy relative to the best compared isomer or geometry (same formula, charge and spin): 19.3 kJ/mol
* charge: 0
* gap between HOMO and LUMO: 9.34 eV
* 2S+1: 1

Geometry (Å):
C 1.2533 0.7304 1.1213
O 2.2616 0.0768 1.3749
N 0.1959 0.3989 0.4209
C -0.9545 1.2610 0.3036
C 0.1050 -0.8693 -0.3213
H 1.0633 1.7317 1.5379
H -0.8814 2.2316 0.7943
H -1.8553 0.7405 0.6287
H -1.1473 1.3370 -0.7665
H 0.0805 -0.7460 -1.4040
H 1.0310 -1.4206 -0.1577
H -0.7019 -1.5129 0.0290
C -2.1031 -4.6260 -0.9226
O -2.0533 -3.3973 -1.1235
N -3.1564 -5.3118 -0.4747
C -3.0973 -6.7509 -0.1987
C -4.4796 -4.6715 -0.1768
H -1.3123 -5.3357 -1.2109
H -2.2612 -7.2366 -0.7018
H -4.0281 -7.1172 -0.6319
H -3.1224 -6.9080 0.8796
H -4.3662 -3.6023 0.0020
H -5.1139 -4.7054 -1.0626
H -4.9154 -5.1447 0.7031
C 0.6627 -1.8225 -6.0168
O 0.1286 -0.7186 -6.1565
N 0.3887 -2.5966 -4.9708
C 1.4198 -3.4339 -4.4304
C -0.7408 -2.4046 -4.0294
H 1.5312 -2.2323 -6.5551
H 2.1796 -3.5755 -5.1990
H 1.0760 -4.4259 -4.1372
H 1.8833 -3.1052 -3.5002
H -1.2242 -3.3292 -3.7142
H -0.3819 -1.8546 -3.1595
H -1.5258 -1.8645 -4.5588
C -2.0980 5.1326 -1.9042
O -1.5973 4.1007 -1.6158
N -3.2135 5.5634 -1.3283
C -3.7277 6.8909 -1.5922
C -4.0296 4.7253 -0.4002
H -1.7425 5.9089 -2.5992
H -4.4194 7.3056 -0.8590
H -4.3435 6.7178 -2.4748
H -2.9381 7.5800 -1.8917
H -5.0229 4.3500 -0.6463
H -3.5193 3.7989 -0.1366
H -4.1937 5.2964 0.5137
C -2.7547 0.9320 -5.7122
O -3.7221 1.0970 -6.4170
N -2.7119 1.2679 -4.3985
C -1.4816 1.1363 -3.6483
C -3.9683 1.7379 -3.6916
H -1.7944 0.4361 -5.9220
H -1.1470 2.0733 -3.2031
H -0.6360 0.7044 -4.1836
H -1.5622 0.4029 -2.8460
H -4.7999 1.9968 -4.3469
H -4.3246 0.9874 -2.9861
H -3.6661 2.6744 -3.2226
C 4.6453 -1.8694 -0.2297
O 4.8043 -2.9626 -0.7668
N 5.2357 -0.7223 -0.5310
C 5.1061 0.5580 0.1413
C 6.0239 -0.6993 -1.7379
H 3.9886 -1.7661 0.6479
H 4.6412 1.2695 -0.5411
H 6.0699 0.9216 0.4977
H 4.4095 0.5395 0.9794
H 7.0447 -0.4724 -1.4304
H 6.0542 -1.5614 -2.4042
H 5.6348 0.0212 -2.4574
C 0.9257 -6.1209 0.6879
O 0.5653 -6.9635 -0.1388
N 1.3563 -4.8819 0.4523
C 1.8810 -4.0512 1.5163
C 1.3295 -4.2720 -0.8657
H 0.9499 -6.3234 1.7699
H 1.2536 -3.1699 1.6499
H 2.9047 -3.7900 1.2480
H 1.9443 -4.5084 2.5037
H 2.3095 -3.9284 -1.1966
H 1.0196 -4.9974 -1.6180
H 0.7252 -3.3649 -0.8735
C 2.0398 5.5700 1.0729
O 2.4566 6.6666 1.4948
N 1.8404 5.2273 -0.2096
C 1.5081 3.7678 -0.4145
C 2.0721 6.1044 -1.3265
H 1.9627 4.6489 1.6710
H 0.6731 3.7876 -1.1149
H 1.1107 3.3061 0.4894
H 2.3912 3.2629 -0.8058
H 2.9878 5.9450 -1.8959
H 1.2195 5.9522 -1.9883
H 2.0648 7.1459 -1.0050
O 3.1954 3.7524 3.8656
C 4.4082 3.6663 3.7008
O 5.4390 4.5854 4.0026
C 5.1114 5.9257 4.4059
C 5.4006 6.9147 3.2615
C 4.9643 2.2844 3.2489
H 5.8185 6.1703 5.1986
H 4.1293 6.0694 4.8565
H 5.5476 7.9232 3.6481
H 4.5834 6.8134 2.5474
H 6.3332 6.5824 2.8056
H 5.5036 1.7116 4.0033
H 5.4878 2.5162 2.3213
H 4.0760 1.7148 2.9758
O -6.3754 -1.6717 0.0356
C -5.8161 -0.9808 -0.8258
O -6.4118 -0.2705 -1.7908
C -7.8337 -0.1327 -1.7385
C -8.5971 -1.2432 -2.4499
C -4.3657 -0.9189 -0.9396
H -8.0857 0.7535 -2.3209
H -8.1933 0.0054 -0.7188
H -9.6152 -1.2350 -2.0606
H -8.3373 -2.2713 -2.1976
H -8.5281 -1.1051 -3.5289
H -4.1038 -0.6497 -1.9629
H -3.8437 -1.8103 -0.5918
H -4.0515 -0.0400 -0.3767
O 6.8784 -2.7485 3.1348
C 5.9047 -3.4476 3.1450
O 4.6477 -2.9358 3.2611
C 4.4046 -1.5052 3.3336
C 4.6472 -0.9205 4.7430
C 5.9998 -4.9784 2.8681
H 3.3534 -1.4377 3.0533
H 4.9892 -0.9873 2.5733
H 4.0254 -1.4846 5.4382
H 4.2916 0.0962 4.9097
H 5.6917 -0.9761 5.0497
H 5.8806 -5.1475 1.7979
H 5.1510 -5.3219 3.4594
H 6.9859 -5.3363 3.1643
O -3.0911 2.3575 2.3137
C -2.9420 1.5357 3.2340
O -2.0198 1.5505 4.2476
C -1.3823 2.8150 4.5097
C -0.1702 2.4586 5.3990
C -3.8194 0.3506 3.2933
H -2.1143 3.4385 5.0232
H -1.1403 3.3571 3.5956
H 0.5061 1.7147 4.9780
H -0.4472 2.2763 6.4374
H 0.3973 3.3880 5.4451
H -4.8450 0.7138 3.2268
H -3.6603 -0.1135 4.2666
H -3.5161 -0.3298 2.4975
O -4.8495 -5.2691 3.9306
C -3.9186 -4.9105 4.6322
O -2.6953 -4.5513 4.2743
C -2.4107 -4.5026 2.8706
C -1.2589 -3.5505 2.6198
C -4.0384 -4.8356 6.0954
H -3.2027 -4.1288 2.2217
H -2.1072 -5.4677 2.4649
H -0.2733 -3.9144 2.9103
H -1.2549 -2.6037 3.1598
H -1.1650 -3.1716 1.6021
H -3.6367 -3.8998 6.4842
H -3.4999 -5.6923 6.5005
H -5.0773 -4.9957 6.3838
O 2.9097 2.5680 -3.3265
C 2.4415 1.5518 -3.8017
O 1.9552 1.4756 -5.0441
C 1.7631 2.6668 -5.8458
C 0.5705 3.5744 -5.4739
C 2.2071 0.3149 -2.9816
H 1.5832 2.4442 -6.8975
H 2.6931 3.2323 -5.9041
H -0.2964 3.0346 -5.8549
H 0.5633 4.5167 -6.0217
H 0.3838 3.7532 -4.4149
H 3.0999 -0.2899 -3.1410
H 1.2704 -0.1545 -3.2822
H 2.2235 0.4900 -1.9059